C25H36As2BrN2O8P2SiTa | wB97M-V/def2-TZVPD

**Energy relative to the best compared isomer or geometry (same formula, charge and spin)**: 0.509 eV
**HOMO level**: -13.78 eV
**DFT total energy**: -9760.4819 a.u.
**Net charge**: +2
**Orbital gap**: 7.2 eV

Positions of all 78 atoms, in Å:
Ta: 0.354 -0.793 -0.246
Br: 3.207 0.049 6.687
C: 2.070 -0.267 5.226
C: 0.883 0.439 5.114
C: 0.053 0.213 4.025
C: 0.428 -0.700 3.052
C: 1.614 -1.415 3.168
C: 2.430 -1.205 4.266
N: -0.442 -0.958 1.930
C: -1.593 -1.428 2.212
C: -2.574 -1.640 1.160
C: -3.848 -2.095 1.447
C: -4.758 -2.208 0.403
C: -4.344 -1.862 -0.870
C: -3.035 -1.441 -1.071
N: -2.153 -1.327 -0.076
H: 0.606 1.160 5.871
H: -0.879 0.760 3.945
H: 1.883 -2.149 2.418
H: 3.343 -1.773 4.382
H: -1.869 -1.630 3.245
H: -4.119 -2.349 2.463
H: -5.764 -2.560 0.585
H: -5.014 -1.929 -1.715
H: -2.682 -1.205 -2.063
C: -0.208 3.105 0.314
As: -1.233 1.469 0.066
C: -2.597 1.674 1.424
C: -2.234 1.682 -1.585
C: -3.522 2.198 -1.623
C: -4.201 2.264 -2.834
C: -3.600 1.819 -4.003
C: -2.308 1.308 -3.974
C: -1.627 1.235 -2.767
As: 0.181 0.600 -2.611
C: 0.581 -0.478 -4.157
C: 1.171 2.214 -3.015
H: -0.569 3.879 -0.360
H: 0.847 2.912 0.132
H: -0.330 3.438 1.343
H: -3.005 2.680 1.333
H: -2.142 1.578 2.408
H: -3.393 0.943 1.304
H: -4.014 2.547 -0.724
H: -5.205 2.664 -2.864
H: -4.136 1.873 -4.940
H: -1.845 0.965 -4.891
H: -0.115 -1.307 -4.211
H: 1.599 -0.853 -4.056
H: 0.515 0.146 -5.048
H: 0.757 2.599 -3.946
H: 2.223 1.981 -3.152
H: 1.053 2.960 -2.233
O: 3.242 -3.100 -0.345
P: 2.631 -2.687 -1.749
O: 3.498 -2.717 -2.908
O: 1.876 -1.368 -1.444
O: 1.359 -3.758 -1.929
P: -0.027 -3.312 -1.306
O: -0.938 -4.568 -1.356
O: -0.588 -2.091 -1.982
O: 0.232 -2.823 0.138
H: 3.632 -3.986 -0.368
H: -0.531 -5.407 -1.614
C: 3.632 1.873 -0.604
Si: 3.162 0.964 0.937
C: 4.437 -0.324 1.298
C: 2.757 2.075 2.372
O: 1.686 0.106 0.589
H: 4.666 2.212 -0.497
H: 3.028 2.756 -0.812
H: 3.609 1.198 -1.461
H: 4.184 -0.951 2.152
H: 5.386 0.171 1.520
H: 4.599 -0.970 0.433
H: 2.785 3.128 2.087
H: 3.478 1.935 3.180
H: 1.768 1.858 2.781

C25H36Br48IN4 | wB97M-V/def2-TZVPD

**Energy relative to the best compared isomer or geometry (same formula, charge and spin)**: 0.862 eV
**HOMO level**: -11.27 eV
**DFT total energy**: -125043.2077 a.u.
**Net charge**: +1
**Orbital gap**: 8.8 eV

Positions of all 114 atoms, in Å:
C: 3.074 1.368 -1.298
C: 2.784 2.865 -1.488
C: 1.451 3.381 -0.948
I: 0.781 2.368 0.827
C: 0.401 3.435 -2.054
N: 0.471 2.456 -3.122
C: -0.725 1.845 -3.230
N: -0.855 0.795 -4.036
N: -1.667 2.387 -2.461
C: -2.332 1.284 -1.660
C: -3.242 1.783 -0.581
C: -1.063 3.531 -1.726
C: -1.675 4.809 -2.378
N: -2.954 5.197 -1.807
H: 3.559 1.003 -2.195
H: 3.787 1.218 -0.505
H: 2.189 0.765 -1.169
H: 2.894 3.089 -2.539
H: 3.572 3.413 -0.995
H: 1.606 4.404 -0.659
H: 0.618 4.404 -2.498
H: 0.943 2.733 -3.972
H: -1.373 -0.026 -3.761
H: -0.339 0.822 -4.899
H: -1.570 0.633 -1.258
H: -2.918 0.703 -2.350
H: -2.690 2.312 0.181
H: -4.046 2.384 -0.972
H: -3.674 0.915 -0.099
H: -1.337 3.636 -0.692
H: -0.993 5.644 -2.295
H: -1.819 4.572 -3.425
H: -2.825 5.891 -1.085
H: -3.423 4.406 -1.389
C: -1.567 -3.493 -1.442
Br: -2.789 -2.773 -2.749
Br: -0.853 -5.185 -1.990
Br: -0.142 -2.275 -0.991
H: -2.136 -3.662 -0.538
C: 4.883 5.681 -2.820
Br: 3.097 6.330 -2.486
Br: 5.784 5.238 -1.180
Br: 4.883 4.205 -4.058
H: 5.432 6.487 -3.285
C: -6.873 -3.269 -1.605
Br: -6.173 -5.014 -1.209
Br: -5.939 -1.899 -0.622
Br: -6.864 -2.904 -3.496
H: -7.903 -3.255 -1.279
C: -6.616 -3.896 3.434
Br: -8.003 -3.192 2.296
Br: -5.927 -5.568 2.772
Br: -5.206 -2.614 3.713
H: -7.061 -4.096 4.398
C: 3.828 -3.137 -0.259
Br: 3.037 -4.890 -0.150
Br: 2.919 -1.873 0.888
Br: 5.709 -3.172 0.121
H: 3.701 -2.792 -1.274
C: 1.351 7.760 1.134
Br: 0.972 9.509 1.837
Br: 1.357 6.413 2.501
Br: 0.130 7.297 -0.295
H: 2.346 7.791 0.714
C: 3.687 9.406 5.063
Br: 4.031 10.906 6.215
Br: 5.174 9.047 3.891
Br: 3.180 7.840 6.062
H: 2.847 9.668 4.436
C: 1.992 -0.383 4.243
Br: 2.582 -0.829 6.012
Br: 0.170 0.262 4.234
Br: 3.164 0.867 3.368
H: 2.008 -1.297 3.662
C: 2.662 -0.754 -6.304
Br: 1.810 -1.296 -4.664
Br: 2.125 -1.845 -7.786
Br: 2.355 1.121 -6.652
H: 3.727 -0.886 -6.177
C: 0.131 -3.885 5.160
Br: -1.611 -4.457 4.569
Br: 0.518 -4.500 6.940
Br: 1.509 -4.404 3.912
H: 0.114 -2.806 5.192
C: -12.037 -2.176 0.668
Br: -13.299 -3.007 -0.520
Br: -12.085 -2.955 2.425
Br: -10.251 -2.204 -0.068
H: -12.319 -1.139 0.766
C: -5.852 -0.392 7.548
Br: -7.186 -1.224 6.435
Br: -5.840 -1.138 9.320
Br: -4.103 -0.461 6.738
H: -6.120 0.649 7.639
C: 5.718 -1.587 -9.579
Br: 6.076 -0.984 -7.778
Br: 4.537 -0.382 -10.505
Br: 7.346 -1.880 -10.555
H: 5.213 -2.538 -9.501
C: 6.774 -1.230 4.711
Br: 5.606 -1.899 3.329
Br: 6.360 -1.980 6.435
Br: 8.623 -1.500 4.250
H: 6.613 -0.164 4.777
C: 2.585 -8.256 5.504
Br: 3.032 -10.088 5.889
Br: 3.644 -7.031 6.544
Br: 2.722 -7.874 3.621
H: 1.553 -8.111 5.785
C: 1.689 -7.958 -2.968
Br: 0.057 -8.810 -3.540
Br: 2.096 -8.364 -1.129
Br: 3.159 -8.378 -4.135
H: 1.531 -6.891 -3.028